No. 1
Molecular formula: C4H5NO
Method: DFT, ωB97M-V with the def2-TZVPD basis set

Structure (ORCA input):
```
! wB97M-V def2-TZVPD RIJCOSX def2/J DEFGRID3
* xyz 0 1
O 1.14270 -2.11733 0.39560
C 0.48079 -1.11705 0.31174
C -0.81378 -0.81614 -0.43092
C -0.07821 0.61689 -0.68310
N -0.46242 1.08919 0.61687
C 0.80301 0.34337 0.51097
H -1.17225 -1.44739 -1.22995
H -1.60939 -0.74445 0.34986
H 0.36229 1.29862 -1.44819
H -0.37971 2.07115 0.79161
H 1.72696 0.82313 0.81551
*
```

Computed properties:
- largest force on an atom (eV/A) = 1.58
- molar mass (g/mol) = 83.1
- frontier orbital gap (eV) = 10.0
- structure (SMILES) = O=C1C[C@H]2N[C@@H]12
- E_HOMO (Ha) = -0.3348

***

No. 2
Molecular formula: C31H38B11Br6Ge2N7O2Sn
Method: DFT, ωB97M-V with the def2-TZVPD basis set

Structure (ORCA input):
```
! wB97M-V def2-TZVPD RIJCOSX def2/J DEFGRID3
* xyz 1 2
Sn 0.49373 1.04424 -0.60015
O -2.26614 0.69230 0.23364
C -2.58230 1.43834 1.28761
C -3.64280 2.34312 1.23944
C -3.97699 3.09609 2.34922
C -3.26172 2.97833 3.55045
C -2.20789 2.10940 3.61647
C -1.82293 1.33467 2.49363
C -0.74292 0.43328 2.66758
N -0.06870 -0.12166 1.66282
N 0.66452 -1.13930 1.97961
C 1.36437 -1.61608 0.85242
O 1.49478 -0.95065 -0.19007
C 1.94872 -2.94557 0.97824
C 2.04447 -3.57483 2.22169
C 2.53900 -4.86502 2.29659
C 2.91467 -5.53264 1.13741
C 2.82488 -4.90442 -0.10268
C 2.35338 -3.60842 -0.18420
H -4.20810 2.42454 0.32101
H -4.81410 3.77992 2.28661
H -3.53594 3.57097 4.41173
H -1.63236 2.02087 4.53066
H -0.44733 0.18899 3.68667
H 1.74017 -3.04362 3.11293
H 2.62585 -5.35496 3.25752
H 3.28561 -6.54773 1.19882
H 3.12301 -5.42730 -1.00145
H 2.28872 -3.09662 -1.13569
Br 2.39555 2.03291 1.24663
B 4.16176 1.61637 0.39760
B 5.45272 0.88824 1.34066
C 6.37033 0.04903 0.19222
B 4.68301 -0.02378 0.02740
B 5.75006 0.07154 -1.38292
B 7.17062 1.03461 -0.93874
B 6.98446 1.53260 0.74827
B 5.56963 2.59776 0.86073
Br 5.40277 4.01990 2.17245
B 6.64840 2.69030 -0.56069
Br 7.77632 4.22299 -0.90210
B 5.87684 1.76771 -1.89536
Br 6.08037 2.24883 -3.76255
B 4.33256 1.10707 -1.27889
Br 2.78727 0.92484 -2.50676
B 4.86399 2.74340 -0.78515
Br 3.90063 4.31099 -1.39311
H 5.35686 0.49539 2.45116
H 6.87769 -0.84439 0.51928
H 4.10312 -1.02447 0.27055
H 5.87048 -0.85949 -2.10078
H 8.23014 0.73259 -1.35961
H 7.92146 1.55868 1.46426
C -2.56833 0.74603 -3.45216
Ge -2.53767 -1.04714 -2.67336
C -3.86490 -2.23387 -3.46693
C -0.72312 -1.72785 -2.94662
Ge -3.15588 -0.91883 -0.30841
C -4.99548 -0.43808 0.03873
C -5.57310 -0.59100 1.29936
C -6.84519 -0.09489 1.55393
C -7.54761 0.56199 0.55248
C -6.98617 0.71393 -0.70947
C -5.71802 0.21104 -0.96526
C -2.45761 -2.30030 0.84819
C -2.52513 -2.25875 2.24322
C -2.02500 -3.30343 3.00366
C -1.44735 -4.40378 2.38156
C -1.36857 -4.45973 0.99779
C -1.87512 -3.41333 0.23579
H -2.84152 0.68268 -4.50671
H -1.57309 1.18086 -3.37528
H -3.27217 1.40404 -2.93947
H -3.67818 -2.35183 -4.53511
H -4.87383 -1.84584 -3.32784
H -3.81325 -3.21799 -2.99865
H -0.50988 -1.69744 -4.01650
H -0.58781 -2.74957 -2.59501
H 0.00544 -1.09104 -2.44175
H -5.03460 -1.10531 2.08656
H -7.28843 -0.22305 2.53364
H -8.54030 0.94565 0.75098
H -7.53607 1.22411 -1.48999
H -5.28816 0.32648 -1.95482
H -2.96796 -1.40483 2.74462
H -2.09173 -3.26604 4.08387
H -1.06337 -5.22144 2.97748
H -0.91501 -5.31488 0.51285
H -1.82543 -3.47363 -0.84536
N -1.50633 4.96789 -3.71838
N -0.76693 4.74684 -2.58278
N -0.20865 5.72840 -1.91920
C 0.47139 5.05676 -0.99499
N 0.30954 3.73753 -1.12353
N -0.49859 3.55278 -2.15299
H -1.79669 5.93397 -3.74191
H -2.24805 4.28821 -3.79582
H 1.09125 5.52484 -0.24947
*
```

Computed properties:
- largest force on an atom (eV/A) = 0.56
- molar mass (g/mol) = 1403.0
- frontier orbital gap (alpha / beta) (eV) = 7.2 / 5.5
- <S²> = 0.78
- E_HOMO (alpha / beta) (Ha) = -0.4061 / -0.4061